Entry 1:
Formula: NO5P
Source: the OMol25 dataset
Level of theory: ωB97M-V/def2-TZVPD

Values from the calculation:
**Total energy**: -21016.7375 eV
**Kohn-Sham gap**: 6.72 eV
**F_max**: 1.64 eV/Å
**Lowest unoccupied orbital energy**: 6.50 eV
**Net charge**: -2
**M**: 124.976 g/mol
**Relative energy (zero: lowest compared OMol25 entry of this formula, charge and spin)**: 0.3 kcal per mole

```
7
Properties=species:S:1:pos:R:3:forces:R:3
N -0.00295 1.81185 -2.25206 0.46 -0.63 -0.24
O -0.66834 2.85250 -2.06174 0.27 -0.25 -0.96
O 1.16304 -1.56184 0.91258 0.27 -0.23 -0.09
O -1.30480 -1.88649 1.58357 -0.14 -0.22 -0.07
O 0.31979 1.47356 -3.43774 -0.75 1.10 0.96
O 0.39947 -1.15307 3.32654 0.22 0.07 0.52
P 0.09379 -1.53651 1.92884 -0.32 0.16 -0.12
```
Positions in Å, forces in eV/Å.

Just the Mulliken charges please, in e? Sure, here they are: 0.0749 -0.5345 -0.6145 -0.6407 -0.5317 -0.6571 0.9036

---

Entry 2:
Formula: C18H39F2NO13
Source: the OMol25 dataset
Level of theory: ωB97M-V/def2-TZVPD

Values from the calculation:
**Total energy**: -52824.5911 eV
**Kohn-Sham gap**: 7.48 eV
**F_max**: 13.08 eV/Å
**Lowest unoccupied orbital energy**: -0.64 eV
**M**: 515.500 g/mol
**Relative energy (zero: lowest compared OMol25 entry of this formula, charge and spin)**: 83.8 kcal per mole

```
73
Properties=species:S:1:pos:R:3:forces:R:3
N 1.46434 3.30666 -1.76468 7.32 -1.70 -9.06
H 1.87234 4.18266 -2.02268 1.10 0.62 -0.33
H 1.69234 2.95566 -0.96968 3.21 -3.27 7.13
H 1.77934 2.51166 -2.52068 -2.20 2.44 1.95
H 0.63534 3.51966 -1.55968 -9.87 1.18 0.32
O 1.14334 0.59166 -0.30768 5.21 3.87 -4.10
H 0.52134 0.17566 0.13032 -4.92 -3.18 3.51
C 2.29434 1.18966 2.71932 0.36 -0.83 0.86
C 3.65734 0.72566 2.03832 -3.51 -0.16 0.60
O 3.74034 -0.63534 2.42832 0.97 -0.17 0.40
C 2.80934 -0.95634 3.36132 -0.80 -3.82 2.24
O 2.62634 -2.05734 3.95932 1.38 4.43 -2.87
O 2.05634 0.09366 3.56332 -1.26 -0.76 1.83
F 4.70834 1.48066 2.37632 0.51 -0.17 0.21
H 1.35534 1.25266 2.19232 0.48 0.14 -1.60
H 2.24334 2.01466 3.40632 1.07 0.88 0.01
H 3.42234 0.67266 1.01632 0.63 0.41 -1.79
C 2.12934 -1.11434 -2.94468 -5.02 -3.20 -9.57
C 0.87734 -1.83734 -2.54768 1.59 -0.54 -2.17
O 1.30234 -3.27234 -2.52068 -2.61 3.39 0.14
C 2.43034 -3.32334 -3.22568 3.72 -5.26 1.18
O 3.08834 -4.38134 -3.29568 -2.33 2.78 -0.54
O 2.92834 -2.17734 -3.56468 -0.19 1.98 -0.73
F -0.06866 -1.52434 -3.53568 0.21 -1.49 0.19
H 2.70934 -0.72734 -2.34268 4.99 4.02 6.69
H 1.79134 -0.36534 -3.80868 1.00 -1.39 1.87
H 0.56134 -1.27734 -1.74668 -1.28 -0.27 3.19
C -1.74366 -0.82134 2.13432 -0.81 -1.13 -4.83
O -2.62766 -1.66934 2.73932 -3.28 -0.24 0.81
C -3.74566 -0.90834 3.40332 4.00 1.58 1.21
C -4.63366 -1.83534 4.21932 -2.51 6.21 -2.48
O -3.83266 -2.60534 4.81332 2.87 -4.88 5.09
C -4.39566 -3.56834 5.73732 6.49 -4.96 -10.21
C -3.22666 -4.43834 6.25532 -3.59 -1.62 -0.93
O -2.73566 -5.25134 5.24332 1.26 -1.86 -1.09
C -2.26066 -6.53234 5.78132 -0.40 6.16 5.71
H -2.27066 -0.20934 1.25732 0.83 -0.72 1.59
H -1.05066 -1.52534 1.51832 -0.49 1.51 1.53
H -1.34166 -0.14134 2.81532 1.36 1.12 1.02
H -4.32466 -0.27734 2.65432 0.92 -0.51 0.98
H -3.01866 -0.34534 4.20832 -2.31 -0.24 -1.81
H -5.16266 -2.21434 3.40432 -2.08 -1.78 -0.95
H -5.31166 -1.14634 4.88832 0.82 -1.13 -1.05
H -5.07066 -4.24834 5.19232 0.03 0.28 0.07
H -4.76366 -3.29834 6.50932 -5.23 4.96 9.41
H -3.70966 -4.99934 7.12032 0.87 0.25 -0.73
H -2.42166 -3.89234 6.51732 2.38 2.38 1.80
H -1.60866 -6.35234 6.81432 -1.07 -0.28 -2.71
H -1.80366 -7.17034 5.19832 2.20 -2.70 -3.59
H -3.16366 -6.80434 6.16732 -2.22 -2.38 1.12
C -2.23666 1.64366 -1.72568 3.75 -2.94 -5.49
O -1.76866 2.23866 -3.04468 0.49 -1.18 1.96
C -0.91066 1.28966 -3.74068 1.71 3.23 1.96
C -0.17766 1.99466 -4.89468 -4.46 -7.33 -4.34
O 0.67234 2.88366 -4.64568 5.07 3.68 4.70
C 1.29634 3.63766 -5.63868 -3.34 0.82 0.27
C 2.59834 4.06666 -5.20368 2.47 2.23 0.82
O 2.65034 5.00866 -4.11468 -0.40 0.10 1.97
C 4.00634 5.33166 -3.67668 -1.50 3.16 -2.91
H -3.03766 1.04866 -1.80568 -3.94 -1.15 -0.73
H -2.20566 2.37666 -1.12868 -0.80 5.58 4.60
H -1.59066 0.90366 -1.28568 1.54 -0.12 -0.28
H -1.58966 0.55266 -3.95568 -0.86 -2.31 -1.63
H -0.12366 0.88066 -3.04468 -0.75 0.40 -0.35
H -0.86466 2.31366 -5.69368 -0.69 0.19 0.31
H 0.32434 1.09166 -5.47568 -0.59 0.87 0.89
H 0.58734 4.49766 -5.63768 0.80 0.09 -1.07
H 1.25734 3.08966 -6.57868 0.45 0.14 -0.23
H 3.10834 4.63466 -5.92868 0.25 0.47 -2.02
H 3.31334 3.33266 -4.99368 0.66 -2.03 0.47
H 4.54534 5.77666 -4.56568 -0.40 -0.35 0.73
H 4.53934 4.50866 -3.42068 1.46 -2.74 1.13
H 4.05934 6.12866 -2.90568 -0.72 -0.75 -0.33
```
Positions in Å, forces in eV/Å.

Just the Mulliken charges please, in e? Sure, here they are: -0.0683 0.3488 0.1745 0.1882 0.2420 -0.7574 -0.0834 -0.2818 0.7822 -0.3413 0.7301 -0.6044 -0.3716 -0.3018 0.0140 0.3391 0.0143 0.0211 0.9980 -0.3380 0.5517 -0.6105 -0.3779 -0.2801 0.1727 -0.0210 -0.1217 -0.4318 -0.2842 -0.5415 -0.5053 -0.0452 -1.1092 -0.4987 -0.3079 -0.7696 0.0719 0.1939 0.3132 0.2909 0.2831 0.3627 0.2603 0.2902 0.7628 0.4040 0.3736 0.2143 0.3105 0.3612 -1.2241 -0.5233 0.1344 -0.9243 -0.0390 -0.7012 -0.7075 -0.3835 -0.8692 0.6003 0.5877 0.2333 0.7500 -0.4719 0.3728 0.3621 0.3151 0.4234 0.5707 0.4588 0.3278 0.4347 0.2564